{"formula": "C13H27F3N3O6Y", "method": "ωB97M-V/def2-TZVPD", "elements": ["Y", "O", "H", "C", "O", "N", "C", "C", "H", "H", "H", "H", "H", "H", "H", "C", "O", "N", "C", "C", "H", "H", "H", "H", "H", "H", "H", "C", "O", "N", "C", "C", "H", "H", "H", "H", "H", "H", "H", "C", "C", "O", "C", "O", "C", "F", "F", "F", "H", "H", "H", "H", "H"], "xyz": [[-3.46506, 1.53894, 13.95077], [-3.41176, 4.79315, 15.39469], [-3.19044, 5.72049, 15.60822], [-2.06516, 4.27734, 20.89382], [-1.07382, 4.86638, 21.35148], [-3.02722, 3.67680, 21.62927], [-2.99404, 3.56640, 23.09466], [-4.22390, 3.12820, 20.95147], [-2.16991, 4.18610, 19.80162], [-3.31089, 2.56193, 23.37529], [-3.72698, 4.24597, 23.52950], [-1.96973, 3.60012, 23.46580], [-3.96203, 2.86641, 19.92629], [-4.49961, 2.17439, 21.40128], [-5.07583, 3.80798, 20.96581], [-7.49693, 4.95163, 10.81804], [-6.65242, 4.37117, 11.57096], [-7.68731, 6.28922, 10.84248], [-8.62271, 6.88211, 9.91473], [-7.09501, 7.22302, 11.78104], [-8.21201, 4.41050, 10.17927], [-8.01180, 7.38248, 9.16339], [-9.41168, 7.52346, 10.30752], [-9.23522, 6.12024, 9.43255], [-6.50583, 6.70338, 12.53664], [-6.51360, 7.99831, 11.28204], [-7.87560, 7.68771, 12.38341], [-1.70424, 9.96121, 15.56081], [-1.34430, 10.73701, 14.73035], [-1.51650, 10.18899, 16.82079], [-1.90884, 9.16400, 17.79085], [-0.87272, 11.40370, 17.42228], [-2.19253, 9.00626, 15.31214], [-2.49890, 8.35753, 17.35550], [-2.43273, 9.67791, 18.59679], [-1.03108, 8.75279, 18.28939], [-1.45430, 11.98332, 18.13915], [0.08507, 11.11026, 17.85197], [-0.68956, 12.10383, 16.60719], [-9.24259, 7.63559, 16.70675], [-9.91632, 6.36014, 16.10967], [-11.02147, 6.82045, 15.33718], [-11.74475, 5.82203, 14.60610], [-11.71615, 4.62915, 14.73029], [-12.81739, 6.53541, 13.71657], [-12.51616, 6.24797, 12.46487], [-13.98130, 6.05322, 14.00585], [-12.90770, 7.85950, 13.89167], [-9.31696, 7.57684, 17.79263], [-9.53705, 8.55851, 16.20715], [-8.22242, 7.50327, 16.34641], [-10.37578, 5.82213, 16.93885], [-9.25113, 5.71877, 15.53153]], "atomic_forces_ev_per_a": [[-0.1, 1.6, 0.4], [-0.3, -0.9, -0.3], [0.2, -0.5, -0.3], [2.0, 1.0, 0.8], [-1.6, -0.9, -0.5], [-1.1, -0.7, -0.1], [0.1, -0.6, -0.5], [1.0, -0.3, 0.1], [-0.4, -0.1, 0.1], [-0.3, -0.1, -0.2], [0.4, 0.3, 0.2], [-0.2, 0.9, -0.1], [0.0, 0.4, -0.1], [-0.1, 0.2, 0.3], [0.0, 0.1, 0.1], [1.8, -0.4, 2.7], [-1.7, 0.9, -1.8], [-0.8, -0.3, 0.2], [-0.3, -0.4, -1.0], [0.2, -0.5, 0.8], [0.4, 0.1, -0.1], [-0.5, 0.4, -0.2], [0.6, 0.4, 0.7], [0.4, -0.3, -0.2], [0.3, -0.2, -0.5], [0.0, -0.1, -0.1], [-0.3, 0.2, -0.4], [-0.3, -0.6, -1.9], [0.4, 1.2, -2.2], [0.0, 0.0, 5.5], [0.3, 0.8, 0.3], [0.2, -0.2, -1.7], [0.0, -0.1, 0.1], [0.0, 0.3, -0.1], [-0.4, -0.2, 0.0], [0.3, -0.2, -0.2], [-0.5, -0.8, 0.2], [-0.1, 0.0, 0.1], [0.2, -0.2, -0.1], [0.8, -1.7, -1.3], [-1.0, 1.0, 1.3], [-1.4, -2.2, -2.7], [0.3, 1.6, 2.2], [0.7, 1.4, -0.2], [1.1, 0.4, 1.0], [0.1, 0.2, -1.1], [-1.6, -1.0, 0.3], [0.6, -0.2, -0.3], [0.1, 0.6, -0.2], [-0.6, -0.1, 0.5], [0.5, 0.3, 0.7], [0.4, -0.5, 0.0], [-0.1, 0.1, 0.0]], "mulliken_charge": [1.623, -0.559, 0.241, 0.212, -0.540, 0.114, -0.884, -0.909, 0.276, 0.342, 0.330, 0.321, 0.312, 0.335, 0.314, 0.238, -0.657, 0.151, -0.951, -0.900, 0.289, 0.356, 0.331, 0.312, 0.291, 0.323, 0.338, 0.314, -0.494, 0.100, -0.784, -0.864, 0.212, 0.208, 0.303, 0.354, 0.334, 0.350, 0.317, -0.960, -0.279, -0.217, 0.262, -0.478, 0.886, -0.248, -0.235, -0.232, 0.279, 0.316, 0.270, 0.302, 0.331], "e_above_lowest_kcal_mol": 289.1, "molar_mass_g_mol": 467.3, "homo_lumo_gap_ha": 0.067, "total_charge": 2, "energy_ha": -1464.16010}